ORCA calculation (ωB97M-V/def2-TZVPD) on C3H5NO3 in the gas phase.

Cartesian coordinates (Å):
O  2.83670  0.34805  0.57758
C  1.68689  0.67743  0.71885
N  0.90979  0.79437  -0.41532
C  -0.49772  0.52846  -0.41326
C  -0.94022  -0.81628  0.17875
O  -0.88666  -1.00981  1.35409
O  -1.45993  -1.67950  -0.71328
H  1.13237  0.92723  1.62653
H  1.42563  0.50867  -1.23880
H  -0.86782  0.55436  -1.43670
H  -1.04702  1.25548  0.19401
H  -2.29201  -2.08847  -0.43244

Summary:
HOMO level   -9.816 eV
Total charge   0
SMILES   O=CNCC(=O)O
Energy relative to the best compared isomer or geometry (same formula, charge and spin)   1.106 eV
E_LUMO   0.378 eV

Partial charges, Mulliken, in e: number 1, O, carries -0.56; number 2, C, carries 0.11; number 3, N, carries -0.20; number 4, C, carries -0.65; number 5, C, carries 0.66; number 6, O, carries -0.50; number 7, O, carries -0.45; number 8, H, carries 0.34; number 9, H, carries 0.27; number 10, H, carries 0.36; number 11, H, carries 0.26; number 12, H, carries 0.36

ORCA calculation (ωB97M-V/def2-TZVPD) on C4H10O2 in the gas phase.

Cartesian coordinates (Å):
C  -1.46926  -0.83015  -0.44513
C  -0.28780  -0.12918  0.28247
C  -0.25623  1.38323  0.05684
O  -0.52528  -0.49439  1.64146
C  1.10214  -0.58918  -0.27817
O  2.25356  0.08134  0.25651
H  -1.17768  -1.40575  -1.33097
H  -1.95606  -1.52201  0.25063
H  -2.23654  -0.11093  -0.75586
H  -0.52052  1.59344  -0.98456
H  -0.90427  1.95350  0.72471
H  0.77324  1.71349  0.21519
H  0.02052  0.01984  2.24587
H  1.25054  -1.64956  -0.05830
H  1.02884  -0.48158  -1.37021
H  2.57151  0.85062  -0.24916

Summary:
HOMO level   -9.806 eV
Total charge   0
SMILES   CC(C)(O)CO
Energy relative to the best compared isomer or geometry (same formula, charge and spin)   0.972 eV
E_LUMO   0.755 eV

Partial charges, Mulliken, in e: number 1, C, carries -1.46; number 2, C, carries 1.61; number 3, C, carries -1.67; number 4, O, carries -0.59; number 5, C, carries -0.85; number 6, O, carries -0.54; number 7, H, carries 0.33; number 8, H, carries 0.36; number 9, H, carries 0.32; number 10, H, carries 0.39; number 11, H, carries 0.38; number 12, H, carries 0.39; number 13, H, carries 0.31; number 14, H, carries 0.34; number 15, H, carries 0.36; number 16, H, carries 0.32

ORCA calculation (ωB97M-V/def2-TZVPD) on 2 unconnected molecules or ions with the total composition C5H10O.

Cartesian coordinates (Å):
C  -0.37464  -0.44918  -1.53714
C  0.50158  -0.09630  -0.59834
C  1.80194  -0.82515  -0.38586
C  0.21793  1.07034  0.32803
C  -0.30115  0.58998  1.66607
O  -1.35440  0.93548  2.14594
H  -0.19027  -1.29518  -2.19500
H  -1.30402  0.09625  -1.68269
H  1.90860  -1.17145  0.65006
H  2.65183  -0.16118  -0.58826
H  1.88251  -1.69642  -1.04172
H  1.14364  1.63603  0.51132
H  -0.52751  1.75105  -0.09227
H  0.35289  -0.12709  2.20788
H  -3.38109  -0.30831  0.03200
H  -3.02784  0.05113  0.57996

Summary:
HOMO level   -9.442 eV
Total charge   0
SMILES   C=C(C)CC=O.[H][H]
Energy relative to the best compared isomer or geometry (same formula, charge and spin)   1.901 eV
E_LUMO   0.923 eV

Partial charges, Mulliken, in e: number 1, C, carries -1.00; number 2, C, carries 0.87; number 3, C, carries -1.19; number 4, C, carries -0.66; number 5, C, carries 0.07; number 6, O, carries -0.46; number 7, H, carries 0.26; number 8, H, carries 0.28; number 9, H, carries 0.27; number 10, H, carries 0.30; number 11, H, carries 0.35; number 12, H, carries 0.33; number 13, H, carries 0.31; number 14, H, carries 0.28; number 15, H, carries 0.17; number 16, H, carries -0.17

ORCA calculation (ωB97M-V/def2-TZVPD) on a molecular structure, C3EuO.

Cartesian coordinates (Å):
C  0.16824  -0.70339  0.98021
C  0.78220  0.69709  0.27756
O  1.35497  -0.05220  1.28732
C  -0.20610  -0.03549  -0.33919
Eu  -2.09931  0.09399  -2.20589

Summary:
HOMO level (alpha / beta)   -10.527 / -12.414 eV
Multiplicity   9
Total charge   +1
Energy relative to the best compared isomer or geometry (same formula, charge and spin)   0.000 eV
E_LUMO (alpha / beta)   -6.305 / -6.096 eV

Partial charges, Mulliken, in e: number 1, C, carries -0.09; number 2, C, carries -0.05; number 3, O, carries -0.11; number 4, C, carries -0.47; number 5, Eu, carries 1.72

ORCA calculation (ωB97M-V/def2-TZVPD) on a molecular structure, C13H25BO3P2Ru.

Cartesian coordinates (Å):
Ru  0.22790  0.11596  0.21531
H  -1.13571  -0.90981  0.26900
H  -1.10031  0.57159  1.66467
P  -0.15237  -2.22364  -0.33744
P  -0.01056  2.32641  -0.62102
C  1.45230  3.32255  -0.13895
H  1.35411  4.38514  -0.40460
H  1.58508  3.23324  0.94778
H  2.33733  2.91239  -0.64281
C  -0.37488  2.65528  -2.38971
H  -1.34190  2.19389  -2.63962
H  -0.42281  3.72840  -2.63488
H  0.40455  2.18282  -3.00293
C  -1.37803  3.22936  0.22381
H  -1.20826  3.17614  1.30698
H  -1.43293  4.28089  -0.09866
H  -2.32134  2.72597  -0.02606
C  -0.25354  -2.49225  -2.14185
H  -0.30018  -3.56056  -2.40225
H  -1.14829  -1.99446  -2.53423
H  0.61642  -2.04272  -2.63458
C  1.33316  -3.12050  0.23854
H  1.42792  -3.00483  1.32410
H  1.28810  -4.19414  0.00443
H  2.23788  -2.70104  -0.21596
C  -1.52625  -3.24236  0.31036
H  -2.47609  -2.81320  -0.02777
H  -1.49405  -4.29291  -0.00704
H  -1.51922  -3.20854  1.40521
C  1.97605  0.02537  0.77013
O  3.12186  -0.03816  1.00380
H  0.55204  0.27000  -1.35623
O  0.12198  -0.03610  3.56221
B  -0.10344  0.81978  2.42143
O  0.12462  2.19979  2.80734
C  0.41050  2.15517  4.14669
C  0.37746  3.21997  5.03177
C  0.28198  2.90431  6.39113
C  0.32472  1.58095  6.83048
C  0.46838  0.51300  5.93833
C  0.44415  0.81177  4.58467
H  0.42135  4.24278  4.66699
H  0.17723  3.71919  7.10302
H  0.22176  1.36771  7.88995
H  0.51875  -0.52864  6.25784

Summary:
HOMO level (alpha / beta)   -12.598 / -15.978 eV
Multiplicity   5
Total charge   +2
E_LUMO (alpha / beta)   -5.497 / -9.807 eV

Partial charges, Mulliken, in e: number 1, Ru, carries -0.84; number 2, H, carries 0.19; number 3, H, carries -0.05; number 4, P, carries 1.17; number 5, P, carries 1.35; number 6, C, carries -1.22; number 7, H, carries 0.46; number 8, H, carries 0.19; number 9, H, carries 0.35; number 10, C, carries -1.13; number 11, H, carries 0.39; number 12, H, carries 0.41; number 13, H, carries 0.42; number 14, C, carries -1.16; number 15, H, carries 0.16; number 16, H, carries 0.47; number 17, H, carries 0.39; number 18, C, carries -1.34; number 19, H, carries 0.43; number 20, H, carries 0.37; number 21, H, carries 0.38; number 22, C, carries -1.37; number 23, H, carries 0.37; number 24, H, carries 0.42; number 25, H, carries 0.35; number 26, C, carries -1.24; number 27, H, carries 0.44; number 28, H, carries 0.41; number 29, H, carries 0.40; number 30, C, carries 0.14; number 31, O, carries -0.30; number 32, H, carries 0.20; number 33, O, carries -0.43; number 34, B, carries 0.95; number 35, O, carries -0.48; number 36, C, carries 0.62; number 37, C, carries -0.85; number 38, C, carries -0.45; number 39, C, carries -0.42; number 40, C, carries -0.83; number 41, C, carries 0.83; number 42, H, carries 0.51; number 43, H, carries 0.43; number 44, H, carries 0.43; number 45, H, carries 0.49

ORCA calculation (ωB97M-V/def2-TZVPD) on a molecular structure, C17H20CoF6N2O.

Cartesian coordinates (Å):
C  -1.67167  -1.92325  1.01223
C  -0.99739  0.23798  2.60303
H  -2.38001  -1.58461  0.25409
H  -2.14301  -1.95282  1.99545
H  -1.26437  -2.91147  0.77428
H  -0.49887  1.19872  2.76427
H  -2.04644  0.41439  2.36659
H  -0.89411  -0.40404  3.48059
C  0.40430  -2.33476  -1.59954
C  1.00029  -2.70499  -2.79892
C  2.15894  -2.04189  -3.19779
C  2.67389  -1.03878  -2.38623
H  -0.50899  -2.80295  -1.24923
H  0.55693  -3.48769  -3.40501
H  2.65030  -2.29534  -4.13198
H  3.56477  -0.50159  -2.68950
N  0.90206  -1.37239  -0.81322
C  2.02486  -0.71654  -1.18947
C  2.48850  0.35520  -0.28721
N  1.70663  0.61719  0.78731
C  2.06347  1.58589  1.63879
C  4.02521  2.09293  0.36962
C  3.21063  2.35176  1.46971
H  1.39275  1.74794  2.47578
H  3.45259  3.13053  2.18499
C  3.66112  1.08424  -0.51370
H  4.28473  0.86634  -1.37259
H  4.93070  2.66736  0.20078
Co  -0.10131  -0.60898  0.96807
C  0.85911  -1.90731  2.27078
H  1.36013  -1.29826  3.02808
H  1.59030  -2.47231  1.68553
H  0.13906  -2.57975  2.73873
C  -3.53802  0.83207  0.47319
C  -2.34019  1.09460  -0.51033
O  -1.01252  0.58440  -0.22312
C  -2.74010  0.54005  -1.91038
F  -3.93928  1.08152  -2.34538
F  -1.76524  0.84210  -2.84422
F  -2.88189  -0.83339  -1.87787
C  -2.19621  2.64014  -0.57528
F  -3.38979  3.24833  -0.93380
F  -1.81810  3.12374  0.66666
F  -1.22552  3.00661  -1.48908
H  -3.78854  -0.21325  0.70187
H  -4.47748  1.22144  0.02638
H  -3.48224  1.42090  1.40707

Summary:
HOMO level (alpha / beta)   -6.126 / -8.564 eV
Multiplicity   4
Total charge   0
Energy relative to the best compared isomer or geometry (same formula, charge and spin)   1.261 eV
E_LUMO (alpha / beta)   -0.675 / -0.776 eV

Partial charges, Mulliken, in e: number 1, C, carries -1.43; number 2, C, carries -1.29; number 3, H, carries 0.17; number 4, H, carries 0.48; number 5, H, carries 0.55; number 6, H, carries 0.26; number 7, H, carries 0.34; number 8, H, carries 0.47; number 9, C, carries -0.21; number 10, C, carries -0.88; number 11, C, carries -0.47; number 12, C, carries -0.99; number 13, H, carries 0.31; number 14, H, carries 0.41; number 15, H, carries 0.43; number 16, H, carries 0.34; number 17, N, carries 0.76; number 18, C, carries 0.63; number 19, C, carries 0.76; number 20, N, carries 0.62; number 21, C, carries -0.18; number 22, C, carries -0.46; number 23, C, carries -0.83; number 24, H, carries 0.32; number 25, H, carries 0.41; number 26, C, carries -0.98; number 27, H, carries 0.35; number 28, H, carries 0.43; number 29, Co, carries 0.30; number 30, C, carries -1.13; number 31, H, carries 0.31; number 32, H, carries 0.28; number 33, H, carries 0.39; number 34, C, carries -2.06; number 35, C, carries 0.89; number 36, O, carries -0.19; number 37, C, carries 0.60; number 38, F, carries -0.27; number 39, F, carries -0.26; number 40, F, carries -0.25; number 41, C, carries 0.50; number 42, F, carries -0.27; number 43, F, carries -0.25; number 44, F, carries -0.24; number 45, H, carries 0.34; number 46, H, carries 0.46; number 47, H, carries 0.54